1.
The following is a DFT calculation (ωB97M-V/def2-TZVPD) of a cluster of 8 separate species, C27H45N8O12 in total.

**Energy**: -65197.9196 eV
**Total charge**: -1
**E_HOMO**: -6.021 eV
**Energy relative to the best compared isomer or geometry (same formula, charge and spin)**: 51.3 kJ/mol
**M**: 673.70 g/mol

Last column: Mulliken charge in e.
CARTESIAN COORDINATES (ANGSTROEM)
N  0.0411  -0.5385  -0.3946  0.763
O  -0.5159  -1.4383  -0.9801  -0.572
O  0.1280  0.6525  -0.8441  -0.613
O  0.5414  -0.7885  0.7481  -0.463
C  5.0234  -1.2583  2.5956  -0.297
C  5.7417  -0.6262  3.7189  -0.455
C  5.0235  0.1623  4.6436  -0.379
C  3.3866  0.2110  4.6208  -0.087
C  2.7071  -0.4840  3.4673  -0.799
C  3.6634  -1.0741  2.3449  -0.499
N  2.6677  0.8577  5.6757  0.863
O  1.3569  0.8893  5.6033  -0.526
O  3.2777  1.4981  6.5890  -0.567
H  5.5648  -1.8257  1.9428  0.603
H  6.9655  -0.5306  3.6459  0.189
H  5.5374  0.7910  5.3277  0.463
H  1.8269  -0.5456  3.1838  0.951
H  3.0544  -1.4342  1.6601  0.504
C  -4.1857  1.9408  -1.1998  -0.500
C  -5.6063  2.1301  -1.6844  -0.941
C  -5.8089  3.4668  -2.4374  -0.563
C  -4.7788  4.6385  -2.3865  0.140
C  -3.3850  4.2133  -2.1049  -0.489
C  -3.1052  2.8087  -1.4687  -0.352
N  -5.2073  5.8919  -2.7961  0.840
O  -6.4559  6.1834  -3.0845  -0.565
O  -4.2828  6.7505  -2.7682  -0.554
H  -4.0671  1.0571  -0.7492  0.801
H  -6.3209  1.6045  -1.7675  0.745
H  -6.7261  3.5852  -2.8825  0.416
H  -2.5790  4.9207  -2.0963  0.448
H  -2.1718  2.4295  -1.1158  0.547
C  -3.9334  -2.6261  -1.3546  0.262
O  -4.5533  -1.6147  -1.0317  -0.602
N  -4.4840  -3.5874  -2.1436  0.116
C  -3.6036  -4.7529  -2.6431  -1.150
C  -5.7843  -3.4684  -2.7231  -0.742
H  -2.9229  -2.7492  -1.0243  0.165
H  -2.7027  -4.8426  -2.0667  0.232
H  -3.5182  -4.3622  -3.5536  0.571
H  -4.0011  -5.6543  -2.7834  0.390
H  -6.0009  -2.5351  -3.4340  0.258
H  -6.6218  -3.3720  -1.8897  0.248
H  -6.0971  -4.3394  -3.4552  0.268
C  4.0005  1.0749  -4.7310  0.086
O  3.0933  0.2867  -5.1431  -0.619
N  4.2461  1.1870  -3.3769  0.261
C  5.2344  2.2283  -2.9295  -1.108
C  3.7495  0.3176  -2.4464  -0.810
H  4.5770  1.7356  -5.3103  0.293
H  4.7032  2.9732  -2.4694  0.444
H  6.0142  2.4316  -3.7667  0.274
H  5.7257  2.1375  -2.0097  0.416
H  4.5181  0.0394  -1.8795  0.513
H  3.1605  -0.5994  -2.9752  0.228
H  2.8498  0.8936  -1.8463  0.003
C  -4.5762  -0.2602  2.4807  -0.127
O  -5.6685  0.0265  3.1618  -0.714
N  -3.4008  -0.4817  3.0767  0.184
C  -2.3538  -0.5726  2.0943  -1.227
C  -3.1222  -0.6567  4.5210  -0.950
H  -4.6368  -0.1140  1.4818  0.575
H  -2.5851  -1.2671  1.1792  0.253
H  -1.4352  -0.8792  2.4229  0.489
H  -2.2449  0.2721  1.4610  0.425
H  -4.1333  -0.6469  4.8908  0.384
H  -2.4051  -0.0043  4.9454  0.289
H  -2.7002  -1.6357  4.4694  0.344
C  2.5949  -3.4479  -0.8819  0.625
O  3.6692  -2.9033  -0.5944  -0.624
N  2.3658  -4.7646  -0.7867  0.174
C  1.0569  -5.4103  -1.2476  -0.658
C  3.2954  -5.6469  -0.1247  -0.887
H  1.6698  -2.8262  -0.9749  -0.127
H  0.7300  -6.3005  -0.4788  0.305
H  1.1928  -5.8591  -2.3579  0.252
H  0.2847  -4.6215  -1.3672  0.127
H  4.2623  -5.6394  -0.8583  0.233
H  2.8380  -6.6782  -0.0225  0.339
H  3.6621  -5.1783  0.7731  0.263
C  0.5003  4.0433  0.7514  0.320
O  -0.3455  4.8590  1.0277  -0.657
N  1.7461  4.0649  1.1780  0.146
C  2.6751  2.9094  0.9108  -1.304
C  2.2090  5.1453  1.9622  -1.139
H  0.2387  3.1618  0.1647  0.217
H  2.6519  2.6551  -0.2397  0.378
H  2.6379  2.1029  1.6008  0.455
H  3.6749  3.0400  0.8491  0.537
H  1.3546  5.7574  2.4879  0.292
H  2.5939  6.0951  1.3637  0.230
H  2.7436  4.7212  2.6602  0.528

2.
The following is a DFT calculation (ωB97M-V/def2-TZVPD) of a cluster of 2 separate species, C5H14 in total.

**Structure (SMILES)**: CCC.CC
**Energy**: -5410.9502 eV
**E_HOMO**: -11.058 eV
**Energy relative to the best compared isomer or geometry (same formula, charge and spin)**: 106.1 kJ/mol
**M**: 74.17 g/mol

Last column: Mulliken charge in e.
CARTESIAN COORDINATES (ANGSTROEM)
C  0.9106  2.5880  1.0859  -1.343
C  0.6304  1.3410  0.2965  -0.035
C  2.0273  0.8615  -0.1838  -1.045
H  0.9261  3.4237  0.4303  0.326
H  1.7233  2.4969  1.7771  0.404
H  0.0055  2.8372  1.7424  0.305
H  0.1472  0.6576  0.8366  0.266
H  -0.1171  1.5858  -0.5149  0.206
H  2.4673  1.5672  -0.9781  0.284
H  2.6893  0.9917  0.5653  0.381
H  1.9881  -0.2612  -0.4271  0.252
C  -1.3849  -1.7385  -0.1360  -0.695
C  -2.0215  -2.7979  -1.0176  -0.963
H  -1.6066  -0.6839  -0.4169  0.234
H  -1.6225  -1.9015  0.8706  0.363
H  -0.2709  -1.8241  -0.0096  0.206
H  -1.8844  -3.7863  -0.6242  0.307
H  -1.5355  -2.7752  -2.0367  0.260
H  -3.0717  -2.5821  -1.2598  0.286

3.
The following is a DFT calculation (ωB97M-V/def2-TZVPD) of a structure of composition C28H42N4O3RuSSi2Te.

**⟨S²⟩**: 0.7786
**Energy**: -78291.2778 eV
**Multiplicity**: 2
**Total charge**: -1
**E_HOMO (spin up / spin down)**: -3.723 / -4.501 eV
**Energy relative to the best compared isomer or geometry (same formula, charge and spin)**: 11.4 kJ/mol
**M**: 799.58 g/mol

Last column: Mulliken charge in e.
CARTESIAN COORDINATES (ANGSTROEM)
Ru  -2.6617  -0.0501  -0.1607  -1.200
N  -3.1428  1.9062  -0.8999  -0.287
C  -3.7197  2.6783  0.2296  0.078
C  -4.4607  1.7963  1.2536  0.377
O  -5.2574  2.3295  2.0381  -0.812
N  -4.0885  0.5338  1.1851  0.408
C  -4.5616  -0.4667  2.1058  -0.625
C  -3.8050  -1.7859  1.9046  0.271
O  -4.0893  -2.7566  2.5860  -0.755
O  -2.8278  -1.7940  1.0317  -0.127
H  -2.4287  2.4371  -1.3847  0.135
H  -3.8728  1.6769  -1.5705  0.269
H  -4.3893  3.4726  -0.1051  0.404
H  -2.8913  3.1465  0.7628  -0.433
H  -5.6285  -0.6788  1.9903  0.307
H  -4.4212  -0.1624  3.1496  0.278
C  2.6396  3.8812  0.9614  -0.995
Si  1.1075  3.1426  1.7488  0.164
C  1.3426  3.0166  3.6042  -1.057
C  -0.3743  4.2316  1.3948  -1.053
C  0.8771  1.4294  1.0430  0.266
Te  -0.8304  0.3228  1.6962  -0.302
C  0.1676  -1.5503  1.4682  -0.329
Si  0.6332  -2.3310  3.1014  0.025
C  1.4108  -4.0036  2.7477  -1.133
C  1.8906  -1.2310  3.9638  -0.871
C  -0.8906  -2.5300  4.1584  -0.962
H  2.8347  4.8895  1.3354  0.326
H  2.5308  3.9327  -0.1241  0.229
H  3.5187  3.2676  1.1726  0.307
H  1.4920  4.0017  4.0526  0.349
H  2.2122  2.4012  3.8479  0.290
H  0.4687  2.5612  4.0758  0.314
H  -0.1950  5.2527  1.7399  0.431
H  -1.2638  3.8634  1.9112  0.279
H  -0.5941  4.2729  0.3248  0.334
H  1.7278  0.8236  1.3711  0.424
H  0.8636  1.4117  -0.0488  -0.417
H  1.0146  -1.3422  0.8132  0.434
H  -0.5535  -2.1673  0.9318  0.055
H  2.2855  -3.9035  2.1006  0.333
H  0.6926  -4.6550  2.2444  0.317
H  1.7254  -4.5011  3.6683  0.328
H  2.7941  -1.1144  3.3593  0.294
H  2.1857  -1.6442  4.9312  0.401
H  1.4715  -0.2366  4.1414  0.131
H  -1.6993  -3.0114  3.6008  0.267
H  -1.2654  -1.5571  4.4866  0.290
H  -0.6830  -3.1258  5.0508  0.401
N  -2.8106  -2.8813  -1.5280  -0.482
C  -3.1843  -1.6431  -1.9905  0.301
N  -2.7205  -1.3618  -3.2728  -0.620
S  -4.5812  -0.8483  -1.4231  -0.290
H  -1.9096  -3.1825  -1.8760  0.280
H  -2.8954  -2.9585  -0.5158  0.284
H  -1.7087  -1.4325  -3.3397  0.299
H  -3.0236  -0.4460  -3.5707  0.308
C  -1.0338  -0.2644  -1.2836  1.794
C  0.0319  -0.3387  -1.9163  -0.732
C  1.2582  -0.4080  -2.5655  -0.322
C  1.8329  -1.7205  -2.8661  0.488
C  2.7039  -1.9395  -3.9453  -0.409
C  3.1910  -3.2051  -4.2284  -0.752
C  2.8243  -4.2956  -3.4505  -0.448
C  1.9458  -4.1023  -2.3910  -0.948
C  1.4542  -2.8405  -2.1079  -0.027
C  1.9207  0.8453  -2.9383  0.273
C  3.3164  0.9836  -2.9885  -0.364
C  3.9069  2.1964  -3.3063  -0.732
C  3.1288  3.3114  -3.5885  -0.488
C  1.7446  3.1994  -3.5239  -0.604
C  1.1529  1.9928  -3.1957  -0.291
H  2.9743  -1.1125  -4.5878  0.535
H  3.8535  -3.3428  -5.0747  0.380
H  3.2067  -5.2834  -3.6739  0.376
H  1.6414  -4.9427  -1.7785  0.414
H  0.7669  -2.6944  -1.2849  0.516
H  3.9443  0.1371  -2.7451  0.557
H  4.9876  2.2727  -3.3238  0.391
H  3.5933  4.2569  -3.8383  0.385
H  1.1216  4.0618  -3.7306  0.383
H  0.0746  1.9061  -3.1410  0.384